# 1
ORCA calculation (ωB97M-V/def2-TZVPD) on a structure of composition C52H48N2O6P2RuS2.

Computed properties:
Spin multiplicity: 6
Total charge: -1
Maximum force: 0.641 eV Å⁻¹
Orbital gap (spin up / spin down): 0.1406 / 0.2224 Ha
Energy: -112796.5129 eV

Cartesian coordinates (Å):
Ru1 0.21743 0.29473 -0.53359
C1 1.94486 7.57321 0.73097
C2 1.48618 6.70646 1.74870
C3 1.16860 5.39873 1.50426
C4 1.31501 4.84617 0.16954
C5 1.77534 5.75253 -0.87033
C6 2.07880 7.05357 -0.57944
P1 0.80837 3.26883 -0.20373
C7 1.76808 2.68156 -1.61673
C8 1.13889 2.00445 -2.82389
C9 2.03657 2.00855 -4.02212
C10 3.36171 2.26256 -3.93167
C11 3.93560 2.67317 -2.69910
C12 3.11078 2.92167 -1.58702
C13 -0.89910 2.97331 -0.68475
C14 -1.77404 4.04756 -0.80979
C15 -3.06220 3.81108 -1.26194
C16 -3.43932 2.51551 -1.60364
C17 -2.55046 1.45298 -1.48354
C18 -1.25547 1.65288 -1.00279
H1 2.17446 8.60876 0.94408
H2 1.38301 7.08606 2.76049
H3 0.81093 4.77079 2.31014
H4 1.89066 5.39198 -1.88484
H5 2.43027 7.70007 -1.37709
H6 0.19481 2.50546 -3.06760
H7 1.59402 1.72493 -4.97066
H8 3.98830 2.18629 -4.81310
H9 4.99771 2.87425 -2.63846
H10 3.52914 3.38322 -0.69803
H11 -1.44168 5.04416 -0.54056
H12 -3.77008 4.62712 -1.34725
H13 -4.44531 2.33223 -1.96639
H14 -2.86728 0.45672 -1.77145
N1 -2.57059 -1.34504 0.40191
C19 -2.29945 -2.65822 0.10350
C20 -3.37149 -3.52120 -0.17449
C21 -3.16518 -4.84768 -0.48711
C22 -1.87634 -5.36790 -0.52381
C23 -0.81087 -4.52213 -0.26074
C24 -0.98549 -3.16969 0.03774
P2 0.43670 -2.04997 0.35020
C25 0.62752 -2.19578 2.17046
C26 1.46052 -1.27843 2.80455
C27 1.70000 -1.36035 4.16708
C28 1.10192 -2.36512 4.91613
C29 0.25465 -3.27419 4.29748
C30 0.01549 -3.18870 2.93036
C31 1.85075 -3.07460 -0.21533
C32 2.07778 -3.12748 -1.59054
C33 3.10108 -3.91061 -2.10841
C34 3.91932 -4.63981 -1.25276
C35 3.70730 -4.58080 0.11493
C36 2.67450 -3.80341 0.63217
H15 -1.90909 -0.77131 0.90899
H16 -3.53148 -1.10534 0.57149
H17 -4.37997 -3.12328 -0.13533
H18 -4.01699 -5.48400 -0.69610
H19 -1.70252 -6.41026 -0.75701
H20 0.19221 -4.92968 -0.29387
H21 1.89003 -0.46437 2.23159
H22 2.31939 -0.61223 4.64634
H23 1.27670 -2.42434 5.98358
H24 -0.22856 -4.04998 4.87915
H25 -0.64956 -3.90035 2.45744
H26 1.44862 -2.53772 -2.24894
H27 3.25855 -3.95419 -3.17866
H28 4.71406 -5.25693 -1.65456
H29 4.34285 -5.14543 0.78675
H30 2.52062 -3.76039 1.70350
O1 1.08053 2.28474 1.11115
S1 -0.12069 1.86096 2.24404
O2 0.63942 1.67633 3.44573
O3 -0.63512 0.60182 1.66558
O4 -1.04343 2.95913 2.21295
C37 3.08213 -0.88544 -9.93492
C38 1.66731 -1.17974 -9.51413
O5 0.77154 -0.39830 -9.60712
S2 1.41168 -2.85382 -8.76796
C39 1.15608 -2.27719 -7.10576
C40 -0.08743 -1.78350 -6.69903
C41 -0.24440 -1.22572 -5.44781
C42 0.85555 -1.10129 -4.55801
C43 2.08857 -1.67634 -4.96192
C44 2.23335 -2.23569 -6.21355
C45 0.73152 -0.42021 -3.34662
C46 0.71048 0.54650 -2.50247
H31 3.11495 0.00894 -10.55429
H32 3.51236 -1.74128 -10.45390
H33 3.66777 -0.72302 -9.02720
H34 -0.92475 -1.83372 -7.38291
H35 -1.20875 -0.85028 -5.13055
H36 2.93013 -1.62700 -4.28366
H37 3.18718 -2.64892 -6.52020
O6 2.69705 0.04630 -0.27120
C47 3.77035 -0.13244 0.28866
C48 4.26956 0.79169 1.38001
C49 5.59501 1.53008 1.05180
C50 6.38666 0.97221 -0.13396
C51 6.95005 -0.42803 0.10269
C52 5.86835 -1.41437 0.57191
N2 4.57220 -1.17275 -0.03285
H38 4.38761 0.18717 2.28470
H39 3.46716 1.49986 1.57559
H40 6.23185 1.52952 1.94085
H41 5.36106 2.57417 0.84199
H42 7.20708 1.65581 -0.36481
H43 5.74116 0.95562 -1.01600
H44 7.73191 -0.38710 0.86701
H45 7.41547 -0.79231 -0.81702
H46 5.76693 -1.35737 1.65720
H47 6.14663 -2.44091 0.33732
H48 4.24025 -1.77427 -0.77397

---

# 2
ORCA calculation (ωB97M-V/def2-TZVPD) on a structure of composition C52H50ClGeN5O2RbS2.

Computed properties:
Spin multiplicity: 2
Total charge: -2
Maximum force: 0.715 eV Å⁻¹
ΔE to the lowest compared entry with this formula, charge and spin: 2.9261 eV
Orbital gap (spin up / spin down): 0.1948 / 0.1950 Ha
Energy: -157646.3770 eV

Cartesian coordinates (Å):
Rb1 -0.73202 -0.23971 0.61496
S1 4.61825 -1.75283 1.47937
C1 4.57516 -0.19160 0.73542
C2 5.59727 0.56989 0.16981
C3 5.26358 1.77774 -0.41425
C4 3.93947 2.23607 -0.42714
C5 2.93035 1.49008 0.14707
C6 3.25519 0.26106 0.72084
N1 2.31200 -0.61154 1.25460
C7 2.86379 -1.69595 1.68202
C8 2.13615 -2.88756 2.22816
C9 2.90990 -3.98263 2.63078
C10 2.29171 -5.14346 3.06466
C11 0.89901 -5.18976 3.07207
C12 0.16916 -4.07539 2.67450
C13 0.73071 -2.85431 2.24367
H1 6.62263 0.22186 0.17049
H2 6.03722 2.37727 -0.87888
H3 3.69054 3.17392 -0.90805
H4 1.90454 1.83524 0.16969
H5 3.99556 -3.95374 2.61286
H6 2.88139 -5.99725 3.37943
H7 0.39167 -6.09587 3.39406
H8 -0.91849 -4.16476 2.72137
C14 -1.29111 -2.14656 6.33187
C15 -0.19392 -1.67537 5.39902
N2 -0.77792 -1.17175 4.18291
C16 -2.02505 -0.63591 4.10774
N3 -2.52427 -0.37198 2.94547
C17 -3.79129 0.32305 2.88604
C18 -4.04375 1.18709 4.11055
C19 -3.91371 0.32146 5.34443
N4 -2.64995 -0.38044 5.31970
C20 -2.23238 -0.98411 6.57024
H9 -0.88644 -2.49945 7.28331
H10 -1.83011 -2.97283 5.85951
H11 0.48429 -2.48300 5.11812
H12 0.40665 -0.90777 5.90902
H13 -0.35390 -1.51401 3.30362
H14 -4.63019 -0.37958 2.75129
H15 -3.79391 0.95713 1.99446
H16 -5.03332 1.65069 4.07819
H17 -3.29387 1.98212 4.13931
H18 -4.75223 -0.39281 5.40050
H19 -3.95228 0.92275 6.26060
H20 -3.13289 -1.31121 7.10481
H21 -1.74163 -0.23402 7.20858
C21 -2.68755 -6.05449 -3.34395
C22 -2.23427 -4.98019 -2.39443
C23 -0.93511 -4.49509 -2.41931
C24 -0.56001 -3.50281 -1.52408
N5 -1.38985 -2.97569 -0.62901
C25 -2.63169 -3.44974 -0.59555
C26 -3.09695 -4.43856 -1.44778
H22 -2.00482 -6.13892 -4.18916
H23 -3.68513 -5.84275 -3.73151
H24 -2.72625 -7.02679 -2.84767
H25 -0.21370 -4.86172 -3.13948
H26 0.44478 -3.09460 -1.54305
H27 -3.28902 -3.00846 0.14725
H28 -4.12731 -4.76821 -1.37957
C27 2.46154 4.27786 -3.34139
C28 2.89142 3.15074 -4.03095
C29 2.25259 1.93005 -3.84233
C30 1.17148 1.78856 -2.96790
C31 0.76998 2.93655 -2.27499
C32 1.39553 4.16578 -2.45667
Ge1 0.22601 0.04812 -2.56651
C33 1.55743 -1.23866 -3.34956
C34 1.32698 -2.05645 -4.45859
C35 2.24866 -3.01852 -4.86507
C36 3.43980 -3.18258 -4.17215
C37 3.69638 -2.37588 -3.06892
C38 2.76514 -1.42870 -2.66545
C39 -1.13486 0.04857 -4.06910
C40 -2.06812 -0.99422 -4.13851
C41 -3.10798 -0.99542 -5.05916
C42 -3.26072 0.06767 -5.94256
C43 -2.35392 1.11738 -5.89371
C44 -1.30822 1.09945 -4.97493
H29 2.96019 5.23092 -3.48036
H30 3.73048 3.21981 -4.71565
H31 2.61177 1.06159 -4.38648
H32 -0.02896 2.87248 -1.53981
H33 1.05998 5.02570 -1.88730
H34 0.40662 -1.94324 -5.02246
H35 2.03277 -3.63710 -5.73071
H36 4.15935 -3.93149 -4.48348
H37 4.61779 -2.49014 -2.50835
H38 2.98486 -0.82667 -1.78755
H39 -1.99788 -1.82305 -3.43747
H40 -3.81116 -1.82148 -5.07611
H41 -4.07941 0.07831 -6.65305
H42 -2.45668 1.95621 -6.57434
H43 -0.60960 1.93012 -4.95704
O1 1.50767 9.25125 0.93786
C45 0.49134 8.74687 1.69886
O2 -0.17511 9.52049 2.34262
C46 0.35268 7.27524 1.72470
C47 -0.70487 6.71780 2.44899
C48 -0.89883 5.35493 2.50319
C49 -0.04759 4.44226 1.83790
S2 -0.27218 2.73101 1.87876
C50 1.02642 5.02645 1.12194
C51 1.21605 6.38923 1.06827
H44 1.94026 8.52207 0.48204
H45 -1.38083 7.38549 2.96844
H46 -1.72971 4.95083 3.06874
H47 1.71200 4.36621 0.60483
H48 2.07926 6.73143 0.50007
Cl1 -3.94435 -0.07716 -0.92741
C52 -3.07519 1.26344 -1.51817
H49 -3.08048 2.14926 -0.90471
H50 -2.84045 1.25834 -2.56774